[1]
The following is a DFT calculation (ωB97M-V with the def2-TZVPD basis set) of a 2-piece molecular cluster, C17H18NO6S2 overall in a non-equilibrium geometry.

Computed properties:
E_HOMO: -1.9954 eV
charge: -1
largest force on an atom: 3.23 eV Å⁻¹
electronic energy: -1960.98637 Ha

Cartesian coordinates (Å):
C (-0.25090, -2.48760, -4.38751)
C (0.50021, -1.22075, -4.26776)
C (-0.14545, 0.07222, -4.29300)
N (1.72823, -1.36860, -4.88606)
O (2.43571, -0.37578, -5.14843)
O (2.06135, -2.54127, -5.23564)
H (-1.33773, -2.33575, -4.42153)
H (0.15891, -2.99803, -5.28143)
H (-0.02910, -3.19940, -3.58215)
H (-1.22874, -0.03754, -4.46198)
H (-0.06207, 0.55077, -3.31730)
H (0.35558, 0.73529, -5.00794)
C (1.34911, -1.83519, 4.06596)
C (1.95407, -2.12608, 2.83416)
C (2.30213, -1.09635, 1.96130)
C (1.98833, 0.22492, 2.27284)
S (2.28714, 1.47905, 1.02659)
C (0.80985, 1.68950, -0.02149)
C (0.73951, 2.77673, -0.78392)
S (-0.37241, 0.37906, -0.37126)
C (-1.74270, 0.60187, 0.73886)
C (-1.81059, -0.18737, 1.88634)
C (-2.77834, 0.09509, 2.84229)
C (-3.74576, 1.07756, 2.60352)
C (-3.73725, 1.77387, 1.38461)
C (-2.73264, 1.54642, 0.45327)
O (-1.02119, 0.72157, -1.61541)
O (0.18553, -0.93678, -0.17957)
O (2.44040, 2.71777, 1.75024)
O (3.34275, 0.98672, 0.17800)
C (1.47673, 0.53590, 3.53899)
C (1.13322, -0.49443, 4.42025)
H (1.04452, -2.64501, 4.73826)
H (2.15166, -3.16517, 2.54334)
H (2.81703, -1.31563, 1.02612)
H (-0.07406, 2.91623, -1.49966)
H (1.32179, 3.68091, -0.57466)
H (-1.07429, -0.98172, 2.02136)
H (-2.75874, -0.46082, 3.78358)
H (-4.49637, 1.30375, 3.35576)
H (-4.51281, 2.51062, 1.16996)
H (-2.69625, 2.11395, -0.48137)
H (1.33657, 1.57821, 3.82666)
H (0.68706, -0.25873, 5.39583)

[2]
The following is a DFT calculation (ωB97M-V with the def2-TZVPD basis set) of C17H19As2N3OsS3 as an isolated structure.

Computed properties:
energy relative to the best compared isomer or geometry (same formula, charge and spin): 0.255 eV
E_HOMO: -15.4983 eV
charge: +2
largest force on an atom: 0.86 eV Å⁻¹
electronic energy: -6579.66409 Ha

Cartesian coordinates (Å):
Os (-0.19163, 0.13506, 0.30237)
S (-2.03951, -0.85324, -0.21165)
C (-1.70085, -2.31357, -0.95845)
C (-2.78615, -3.07122, -1.50190)
N (-3.68032, -3.64960, -1.93345)
C (-0.37509, -2.73061, -1.03010)
S (0.78291, -1.74121, -0.34010)
C (0.01510, -3.94758, -1.67229)
N (0.33731, -4.91153, -2.20803)
C (1.84466, 1.04525, -2.66620)
As (0.02103, 0.92245, -2.04214)
C (-0.87655, 0.00697, -3.47567)
C (-0.62046, 2.73877, -2.11758)
C (-1.04119, 3.31058, -3.31309)
C (-1.44459, 4.63842, -3.33817)
C (-1.41020, 5.40329, -2.18000)
C (-0.99557, 4.83640, -0.98324)
C (-0.60991, 3.50120, -0.95270)
As (-0.08747, 2.64874, 0.68201)
C (1.64376, 3.38131, 1.12257)
C (-1.25430, 3.35058, 2.04496)
H (2.15706, 0.07947, -3.06140)
H (2.51317, 1.33352, -1.85772)
H (1.88587, 1.79300, -3.45583)
H (-0.53481, 0.43769, -4.41478)
H (-1.95504, 0.11367, -3.38369)
H (-0.60825, -1.04838, -3.46651)
H (-1.06906, 2.73169, -4.22758)
H (-1.78785, 5.07734, -4.26540)
H (-1.71187, 6.44171, -2.20697)
H (-0.98230, 5.44115, -0.08493)
H (1.53499, 4.46349, 1.17141)
H (2.37404, 3.12174, 0.35995)
H (1.97267, 3.00518, 2.08966)
H (-1.12196, 4.42947, 2.10205)
H (-0.99276, 2.91105, 3.00595)
H (-2.28797, 3.11954, 1.79880)
S (-0.89144, -0.42521, 4.84665)
C (0.77202, -0.46285, 4.46930)
C (0.95280, -0.32171, 3.13697)
N (-0.22398, -0.17747, 2.42215)
C (-1.27088, -0.21181, 3.22406)
H (1.52142, -0.60697, 5.23141)
H (1.90216, -0.33358, 2.62239)
H (-2.28937, -0.12651, 2.87476)

[3]
The following is a DFT calculation (ωB97M-V with the def2-TZVPD basis set) of C17H19BCaN6O3 as an isolated structure in a non-equilibrium geometry.

Computed properties:
E_HOMO (spin up / spin down): -6.1806 / -6.1827 eV
largest force on an atom: 8.35 eV Å⁻¹
electronic energy: -1915.91571 Ha

Cartesian coordinates (Å):
H (1.84081, -1.59405, 1.29158)
N (0.52006, -1.32905, -0.35563)
B (-0.70082, -1.75801, -2.47097)
N (0.39507, -2.12267, -1.42435)
C (1.42439, -3.01393, -1.51695)
Ca (0.29489, 1.07277, -0.37805)
H (1.40732, -3.75971, -2.30170)
C (2.31329, -2.74100, -0.52832)
H (3.22857, -3.27169, -0.32732)
C (1.84693, -1.51591, 0.19831)
H (-0.88359, -2.63155, -3.25907)
C (-1.36938, 2.67973, -0.54487)
H (-0.80810, 3.62525, -0.45110)
H (-2.13827, 2.61521, 0.23168)
H (-1.83152, 2.63246, -1.53944)
N (-0.19108, -0.43352, -3.10561)
N (-1.94466, -1.39145, -1.62415)
N (0.33622, 0.61182, -2.28981)
N (-1.82045, -0.37285, -0.69567)
C (-0.11592, -0.08153, -4.39729)
C (-3.17595, -1.93548, -1.55717)
H (-0.44818, -0.77613, -5.15583)
H (-3.43187, -2.73686, -2.23523)
C (0.45453, 1.18912, -4.49025)
C (-3.87192, -1.27545, -0.54533)
C (0.72735, 1.58626, -3.17279)
C (-2.98719, -0.29825, -0.04805)
H (0.66498, 1.73876, -5.39079)
H (-4.86925, -1.46862, -0.20272)
H (1.17242, 2.51153, -2.82237)
H (-3.11134, 0.44213, 0.72739)
H (2.39416, -0.58773, -0.09251)
O (3.23018, 1.66091, 3.66253)
C (2.13918, 1.95180, 4.38370)
C (2.28469, 2.33839, 5.73141)
C (1.16736, 2.75217, 6.44813)
C (-0.11020, 2.72268, 5.86596)
C (-0.26394, 2.27432, 4.55202)
C (0.84721, 1.91431, 3.79627)
C (0.70351, 1.46732, 2.37279)
O (-0.41988, 1.06977, 1.95541)
O (1.74975, 1.53942, 1.60433)
H (2.88493, 1.57164, 2.71009)
H (3.28230, 2.33135, 6.16972)
H (1.28838, 3.10483, 7.47299)
H (-0.98651, 3.04119, 6.43462)
H (-1.24297, 2.20543, 4.07510)

[4]
The following is a DFT calculation (ωB97M-V with the def2-TZVPD basis set) of C17H19BN2O4RhS as an isolated structure.

Computed properties:
energy relative to the best compared isomer or geometry (same formula, charge and spin): 0.633 eV
E_HOMO: -11.4574 eV
charge: +1
largest force on an atom: 0.73 eV Å⁻¹
electronic energy: -1603.22627 Ha

Cartesian coordinates (Å):
Rh (0.15308, 1.75542, -0.84308)
C (-2.02566, 1.65465, 1.86808)
S (-0.86102, 2.67832, 0.96585)
C (0.33537, 3.05897, 2.25123)
H (-1.52640, 0.78420, 2.28461)
H (-2.81666, 1.35745, 1.18440)
H (-2.44369, 2.26727, 2.66521)
H (-0.18704, 3.63775, 3.01065)
H (1.11274, 3.66814, 1.79523)
H (0.75762, 2.14916, 2.66614)
N (-2.81935, -0.22685, -2.87976)
C (-1.93013, 0.71847, -2.54709)
N (-1.39871, 0.50851, -1.36048)
C (-1.94795, -0.69287, -0.89887)
C (-1.71704, -1.43367, 0.26029)
C (-2.42706, -2.60362, 0.42094)
C (-3.35385, -3.04418, -0.53893)
C (-3.58422, -2.32904, -1.69337)
C (-2.85737, -1.15347, -1.85055)
H (-3.33898, -0.26031, -3.74085)
H (-1.67624, 1.54218, -3.19592)
H (-1.00051, -1.12069, 1.00464)
H (-2.26244, -3.20239, 1.30635)
H (-3.88966, -3.96811, -0.37138)
H (-4.28705, -2.66871, -2.44173)
O (1.00010, 0.09249, 1.55682)
B (1.01699, 0.31207, 0.19411)
O (1.70440, -0.66653, -0.49118)
C (2.12266, -1.55441, 0.48942)
C (2.83761, -2.71885, 0.34562)
C (3.11521, -3.41910, 1.51827)
C (2.69145, -2.96020, 2.76141)
C (1.96791, -1.77580, 2.89237)
C (1.70370, -1.10056, 1.72622)
H (3.16368, -3.06625, -0.62438)
H (3.67661, -4.34131, 1.45995)
H (2.93078, -3.53231, 3.64703)
H (1.63876, -1.40778, 3.85415)
C (2.77313, 3.65685, -3.03492)
C (1.81758, 2.86939, -2.21492)
O (1.14875, 1.90281, -2.69598)
O (1.63846, 3.13950, -0.97206)
H (2.31594, 3.90701, -3.99050)
H (3.64580, 3.03470, -3.23938)
H (3.08271, 4.55169, -2.50365)

[5]
The following is a DFT calculation (ωB97M-V with the def2-TZVPD basis set) of C17H19BN6O3Zr as an isolated structure in a non-equilibrium geometry.

Computed properties:
energy relative to the best compared isomer or geometry (same formula, charge and spin): 0.000 eV
E_HOMO (spin up / spin down): -13.6204 / -13.6208 eV
charge: +2
largest force on an atom: 8.20 eV Å⁻¹
electronic energy: -1284.80411 Ha

Cartesian coordinates (Å):
H (0.91661, 3.27131, 0.10042)
N (0.58744, 1.72719, -1.31739)
B (0.23632, 0.38512, -3.51152)
N (0.57646, 1.68631, -2.70501)
C (0.87470, 2.91052, -3.17884)
Zr (0.24092, -0.10696, 0.14143)
H (0.90957, 3.05780, -4.23696)
C (1.07197, 3.76635, -2.10133)
H (1.33280, 4.81514, -2.14798)
C (0.87826, 2.99909, -0.95522)
H (0.26180, 0.52882, -4.69992)
C (-0.91385, -1.69104, 1.22079)
H (-0.96003, -1.59763, 2.30502)
H (-0.19843, -2.54748, 0.94947)
H (-1.91283, -1.87583, 0.80790)
N (-1.22097, -0.02301, -3.03978)
N (1.16060, -0.74609, -2.96809)
N (-1.41349, -0.17855, -1.66780)
N (1.26055, -0.94755, -1.60127)
C (-2.39125, -0.22543, -3.66113)
C (2.01389, -1.58004, -3.58534)
H (-2.46606, -0.12140, -4.75040)
H (2.13020, -1.55387, -4.64852)
C (-3.35283, -0.52120, -2.70707)
C (2.66379, -2.35309, -2.60601)
C (-2.69048, -0.46584, -1.47598)
C (2.19110, -1.91586, -1.37270)
H (-4.39019, -0.74292, -2.86244)
H (3.39992, -3.12176, -2.75783)
H (-3.05928, -0.63431, -0.45658)
H (2.43237, -2.18488, -0.34681)
H (-1.35160, -0.24123, 1.39384)
O (1.93439, 2.42493, 3.65917)
C (2.08863, 1.29048, 4.40126)
C (1.99667, 1.52648, 5.77284)
C (2.02885, 0.48203, 6.68033)
C (2.23680, -0.82925, 6.25419)
C (2.36208, -1.07422, 4.89126)
C (2.28394, -0.04234, 3.95422)
C (2.03764, -0.34878, 2.52029)
O (2.35197, -1.46044, 2.07541)
O (1.41453, 0.57180, 1.77752)
H (1.75102, 2.08312, 2.75428)
H (1.90727, 2.56419, 6.05170)
H (1.95625, 0.73870, 7.73678)
H (2.27396, -1.63969, 6.97997)
H (2.46714, -2.09977, 4.51794)